Formula: C37H58BrF9O8
Source: the Open Molecules 2025 dataset
Level of theory: wB97M-V/def2-TZVPD

The geometry in XYZ format:
```
113
Properties=species:S:1:pos:R:3:mulliken_charge:R:1
C 3.986 0.838 3.945 -0.72
C 2.720 1.887 4.254 -0.26
C 2.256 2.718 2.912 -0.45
C 1.513 1.588 1.922 0.12
O 0.197 1.955 1.463 0.10
C -0.629 0.945 0.851 0.44
C 0.036 -0.411 0.263 -0.05
C 1.300 -0.347 -0.738 0.26
C 1.369 0.034 -2.323 -0.08
C 2.772 -0.001 -3.233 -0.59
C 4.216 -0.456 -2.554 -0.34
C 4.170 -0.896 -0.974 -0.65
C 2.778 -0.837 -0.112 -0.29
C -1.234 1.658 -0.540 -0.58
C -0.646 3.189 -0.791 -0.08
C 0.849 3.259 -1.437 -0.80
Br -1.874 3.944 -2.243 -0.18
C -1.845 0.648 1.982 0.06
C -1.241 -0.405 3.127 -0.44
C -2.121 -0.554 4.483 -0.26
C -1.808 -2.086 5.079 -1.18
O -3.035 0.142 1.297 -0.14
C -3.189 -1.240 1.040 0.47
C -3.780 -1.367 -0.526 -0.86
C -3.047 -2.661 -1.285 -0.18
C -3.103 -2.499 -2.946 -0.95
C -4.197 -2.119 1.984 -0.17
C -5.744 -1.683 2.077 0.29
C -6.173 -0.181 1.657 -0.84
C -6.221 -1.889 3.667 -1.09
C -2.444 2.029 2.660 0.19
F -2.798 3.103 1.658 -0.38
F -3.850 1.645 3.098 -0.28
C -1.751 2.737 3.904 0.44
F -0.444 2.292 4.397 -0.12
F -2.672 2.527 5.092 -0.32
C -1.602 4.403 3.830 0.56
F -0.722 4.836 2.677 -0.26
F -2.951 5.084 3.789 -0.29
C -0.849 5.068 5.136 0.56
F -1.028 6.560 4.945 -0.27
F -1.457 4.780 6.447 -0.21
F 0.653 4.900 5.110 -0.21
H 4.968 1.401 3.645 0.29
H 4.202 0.133 4.880 0.32
H 3.699 0.092 3.065 0.03
H 1.845 1.177 4.648 0.03
H 3.039 2.624 5.118 0.35
H 3.239 3.157 2.424 0.46
H 1.442 3.538 3.097 0.02
H 1.646 0.506 2.357 -0.13
H 2.228 1.633 0.964 0.00
H -0.826 -0.929 -0.387 -0.39
H 0.322 -1.244 1.063 0.41
H 0.393 0.334 -2.882 0.38
H 2.720 0.300 -4.381 0.28
H 5.180 -0.441 -3.219 0.34
H 5.175 -1.261 -0.465 0.29
H 2.844 -1.170 1.026 0.16
H -1.119 0.954 -1.486 0.21
H -2.411 1.837 -0.492 0.30
H -0.836 3.919 0.121 0.26
H 1.706 2.775 -0.810 0.12
H 1.125 4.416 -1.530 0.37
H 0.813 2.820 -2.523 0.33
H -1.040 -1.486 2.731 0.77
H -0.155 -0.030 3.459 -0.27
H -3.283 -0.506 4.359 0.08
H -1.679 0.178 5.288 0.39
H -2.471 -2.224 6.033 0.36
H -2.013 -2.894 4.235 0.24
H -0.669 -2.065 5.383 0.34
H -2.200 -1.909 0.970 0.09
H -3.520 -0.408 -1.150 0.22
H -4.937 -1.509 -0.570 0.40
H -3.558 -3.678 -0.974 0.40
H -1.909 -2.760 -1.020 0.14
H -2.076 -2.079 -3.359 0.18
H -3.972 -1.747 -3.226 0.27
H -3.381 -3.534 -3.441 0.30
H -4.175 -3.222 1.523 0.20
H -3.803 -2.277 3.100 -0.33
H -6.404 -2.471 1.471 0.39
H -7.318 -0.195 1.324 0.33
H -5.586 0.311 0.773 0.12
H -6.134 0.563 2.586 0.20
H -5.687 -2.788 4.192 0.27
H -7.389 -1.906 3.746 0.33
H -5.866 -0.904 4.241 0.21
C -2.985 -1.834 -7.811 -0.58
O -2.213 -2.780 -8.548 -0.30
C -1.589 -3.710 -7.781 0.78
O -1.641 -3.788 -6.564 -0.54
O -0.897 -4.539 -8.604 -0.31
C -0.186 -5.575 -7.930 -0.60
H -3.438 -1.140 -8.524 0.21
H -3.788 -2.336 -7.261 0.28
H -2.346 -1.261 -7.131 0.27
H -0.877 -6.226 -7.384 0.28
H 0.564 -5.152 -7.254 0.29
H 0.330 -6.176 -8.683 0.22
C 10.209 -1.620 -3.860 -0.61
O 10.361 -0.337 -3.254 -0.32
C 9.204 0.360 -3.126 0.78
O 8.096 -0.017 -3.476 -0.54
O 9.492 1.550 -2.540 -0.30
C 8.361 2.395 -2.340 -0.58
H 11.196 -2.088 -3.912 0.22
H 9.557 -2.258 -3.254 0.29
H 9.820 -1.522 -4.878 0.29
H 7.635 1.917 -1.674 0.27
H 7.898 2.653 -3.298 0.28
H 8.708 3.317 -1.866 0.21
```

## Properties
lowest unoccupied orbital energy: -0.00301 Ha
HOMO-LUMO gap: 0.3125 Eh
SMILES string: CCCCO[C@](Cc1ccccc1)(C[C@@H](C)Br)[C@](CCC)(O[C@H](CCC)CC(C)C)C(F)(F)C(F)(F)C(F)(F)C(F)(F)F.COC(=O)OC.COC(=O)OC
HOMO: -8.58 eV

Formula: C37H58F7N2O8S2
Source: the Open Molecules 2025 dataset
Level of theory: wB97M-V/def2-TZVPD

The geometry in XYZ format:
```
114
Properties=species:S:1:pos:R:3:mulliken_charge:R:1
C 4.789 0.710 0.484 -0.90
C 3.975 0.675 1.532 -1.22
C 2.903 0.454 2.756 2.13
S 3.542 1.713 3.964 1.49
O 2.747 2.971 4.201 -0.63
O 3.734 1.196 5.401 -0.66
C 5.270 2.418 3.570 0.20
F 6.287 1.419 3.423 -0.26
F 5.630 3.073 4.834 -0.30
C 5.286 3.599 2.481 0.76
F 4.092 3.780 1.715 -0.20
F 6.327 3.242 1.512 -0.31
C 5.711 5.063 3.023 0.53
F 7.065 5.157 3.485 -0.21
F 4.750 5.649 3.933 -0.19
F 5.659 5.930 1.846 -0.25
C 1.423 0.649 2.141 1.72
C 0.832 2.145 2.021 -0.61
C -0.247 2.591 3.181 -0.49
C -0.814 4.043 2.623 -0.47
C -2.216 3.912 1.849 0.48
O -2.263 4.254 0.603 -0.59
O -3.387 3.474 2.542 -0.46
C 1.192 0.071 0.630 -2.26
C 1.602 0.989 -0.623 0.07
C 1.810 0.027 -1.934 0.44
C 3.331 -0.016 -2.478 -1.40
C 0.890 0.522 -3.208 -0.93
C -0.220 -0.573 -3.653 0.39
C 0.046 -1.042 -5.201 -0.64
C 0.138 -2.410 -5.621 0.54
C 0.248 -3.670 -4.596 -0.91
C 0.160 -2.754 -7.221 -1.14
O 0.370 -0.076 2.909 -0.55
S 0.729 -0.420 4.479 1.48
O -0.450 -1.278 4.987 -0.80
O 0.802 0.708 5.475 -0.58
C 2.205 -1.540 4.515 0.04
C 2.910 -1.746 5.938 -0.20
C 3.494 -3.067 6.269 -0.97
C 3.231 -1.078 3.296 1.13
C 4.772 -1.297 3.726 -1.62
C 2.998 -2.288 2.249 -2.18
C 3.989 -2.481 1.014 0.58
N 3.760 -3.878 0.433 -0.72
H 5.750 0.525 -0.137 0.37
H 0.133 2.313 1.095 0.25
H 1.664 2.953 1.876 -0.02
H -1.181 1.925 3.210 0.34
H 0.220 2.841 4.189 0.33
H -0.043 4.463 1.857 0.27
H -0.823 4.818 3.492 0.44
H -4.128 3.347 1.901 0.35
H 1.612 -0.963 0.413 0.37
H 0.029 -0.050 0.547 0.03
H 2.450 1.741 -0.464 0.18
H 0.662 1.632 -0.891 0.27
H 1.462 -1.069 -1.736 0.32
H 3.854 1.008 -2.513 0.24
H 3.306 -0.519 -3.533 0.48
H 3.899 -0.786 -1.806 0.14
H 1.554 0.716 -4.150 0.48
H 0.338 1.510 -3.005 0.37
H -1.279 -0.088 -3.673 -0.31
H -0.282 -1.493 -2.967 0.26
H 0.151 -0.203 -6.000 0.17
H 1.298 -3.587 -4.098 0.21
H -0.595 -3.569 -3.821 0.20
H 0.111 -4.656 -5.172 0.34
H 0.515 -1.826 -7.817 0.31
H 0.901 -3.615 -7.423 0.33
H -0.884 -3.032 -7.628 0.25
H 1.739 -2.596 4.308 0.55
H 2.938 -0.905 6.740 0.32
H 2.838 -3.880 6.771 0.28
H 4.613 -3.234 6.035 0.24
H 5.133 -0.769 4.668 0.49
H 4.876 -2.442 3.946 0.40
H 5.545 -1.091 2.892 0.22
H 3.182 -3.259 2.886 0.79
H 1.865 -2.385 1.976 0.30
H 3.637 -1.759 0.165 -0.70
H 5.111 -2.418 1.233 0.42
H 3.285 -4.487 1.120 0.28
H 4.714 -4.301 0.338 0.34
C -7.400 -0.591 -4.161 -1.57
C -6.628 -1.420 -3.100 1.37
C -7.481 -1.515 -1.810 -1.15
C -7.521 -0.204 -1.031 -0.55
C -6.113 0.285 -0.724 -1.17
C -5.205 0.389 -1.976 1.88
N -5.275 -0.827 -2.849 0.69
O -4.523 -1.777 -2.274 -0.34
C -5.582 1.644 -2.803 -1.79
C -3.758 0.704 -1.494 -2.09
C -6.546 -2.831 -3.753 -1.69
H -8.309 -1.116 -4.470 0.45
H -7.741 0.377 -3.804 0.29
H -6.794 -0.436 -5.059 0.40
H -7.080 -2.299 -1.154 0.37
H -8.502 -1.820 -2.055 0.40
H -8.080 0.556 -1.586 0.32
H -8.068 -0.356 -0.093 0.41
H -6.172 1.258 -0.225 0.34
H -5.660 -0.402 0.003 0.41
H -5.087 1.640 -3.779 0.41
H -5.270 2.560 -2.291 0.46
H -6.653 1.760 -2.957 0.36
H -3.372 -0.043 -0.794 0.47
H -3.722 1.660 -0.962 0.49
H -3.065 0.773 -2.340 0.36
H -5.940 -2.807 -4.665 0.45
H -7.542 -3.191 -4.030 0.42
H -6.125 -3.586 -3.082 0.38
```

## Properties
total charge: +1
lowest unoccupied orbital energy: -0.26912 Ha
HOMO-LUMO gap: 0.0440 Eh
energy above the lowest of the compared OMol25 structures with the same formula, charge and spin: 330.48 kcal per mole
HOMO: -8.52 eV

Q: Which value of HOMO does entry 2 give?
A: -8.52 eV

Q: The highest HOMO belongs to which entry?
A: C37H58F7N2O8S2

Q: Look up the HOMO of the first one.
A: -8.58 eV

Q: Which of these has the highest HOMO?
A: C37H58F7N2O8S2